C13H42BF4O10 | ωB97M-V/def2-TZVPD

```
70
Properties=species:S:1:pos:R:3:lowdin_charge:R:1
F 0.33456 -1.57452 -1.07545 0.11
F 1.52417 0.18576 -0.21475 0.14
F -0.27134 0.66907 -1.45351 0.14
F -0.56742 -0.26642 0.58630 0.12
O -3.11954 -0.70285 2.58170 -0.06
O 3.55412 4.50104 -1.01692 -0.06
O -1.69377 -3.01595 0.73826 -0.06
O -0.83684 2.03168 1.97761 -0.12
O 3.62369 -1.36712 -2.04137 -0.08
O -2.12515 -1.94982 -1.95193 -0.07
O 2.07458 2.90194 0.94954 -0.08
O -2.88717 1.89509 -2.21227 -0.06
O 2.50880 -4.86994 0.95926 -0.07
O 1.46809 -0.84229 -3.72170 -0.04
C -0.31169 3.29474 1.44690 -0.16
C 3.14097 4.12819 -2.31880 -0.50
C 1.76538 -2.74651 1.78909 -0.03
C -5.54688 -0.86349 2.69814 -0.06
C 4.24853 -3.46627 1.64795 -0.06
C 1.13563 3.32779 1.92697 -0.22
C -2.62299 -3.19924 -1.51421 -0.25
C -4.34614 0.03697 2.65103 -0.48
C 2.86834 -3.48048 1.02561 -0.48
C -2.87793 -3.17176 -0.00504 -0.25
C 1.63657 4.04937 -2.45247 -0.07
C -4.30079 1.01638 1.46252 -0.05
C 3.78270 2.77624 -2.68294 -0.05
B 0.25039 -0.26045 -0.55704 -1.28
H 1.69564 -3.33811 2.70870 0.09
H -1.88338 -3.98555 -1.70089 0.12
H 4.85894 2.87025 -2.83706 0.07
H 2.97165 -1.13048 -2.72632 -0.01
H -3.30446 1.40438 1.25655 0.06
H -0.48666 3.18431 0.37680 0.12
H -0.95271 4.02583 1.93888 0.11
H 1.56180 -4.92556 0.79408 0.08
H 1.34347 2.82135 2.86673 0.12
H -5.50162 -1.53967 3.55155 0.08
H 2.03968 1.96264 0.73195 0.08
H -2.14535 1.28040 -2.27883 0.01
H -3.66707 1.33323 -2.22781 0.02
H 1.32262 3.93531 -3.49067 0.08
H -3.35414 -4.13256 0.21854 0.11
H -6.39592 -0.18475 2.79606 0.08
H 2.96435 -3.10453 0.00241 0.11
H -4.72685 0.58132 0.55671 0.08
H -4.86465 1.92810 1.68868 0.08
H 0.81769 -2.68247 1.26551 0.06
H 1.14347 4.93644 -2.04561 0.08
H 2.15713 -1.80857 2.18896 0.09
H 0.87684 -1.49611 -4.10672 0.06
H 1.01731 -0.56392 -2.90943 0.02
H -2.37476 -0.11822 2.41477 0.06
H 4.59597 -2.43383 1.73817 0.08
H -5.65512 -1.46805 1.79727 0.08
H -3.55789 -3.45688 -2.01621 0.11
H 3.47091 4.89648 -3.02308 0.13
H 3.66838 2.13005 -1.81080 0.08
H -3.58079 -2.38210 0.27347 0.11
H -4.25426 0.67810 3.53529 0.13
H 4.96925 -3.95255 0.99069 0.08
H 4.28246 -3.93794 2.63037 0.08
H 2.99966 4.02154 -0.38036 0.05
H -0.77342 1.29651 1.34134 0.03
H -1.48091 -2.08470 0.86325 0.05
H 1.21721 3.22129 -1.87360 0.07
H 3.35155 2.26150 -3.54203 0.07
H 3.09273 -1.55455 -1.26181 -0.01
H 1.32306 4.38526 2.15543 0.11
H -1.19069 -1.91034 -1.67344 0.04
```

The HOMO-LUMO gap comes out at 10.0 eV. Its total charge is -1. As for the HOMO energy: -0.264 Ha. As for the largest force on an atom: 0.0683 hartree/bohr. The value obtained for the energy above the lowest of the compared OMol25 structures with the same formula, charge and spin is 0.000 eV. The calculation puts the total energy at -1697.5398 hartree.